1.
{"formula": "C6H15N3", "method": "the ωB97M-V functional and the def2-TZVPD basis", "smiles": "C/[NH+]=C1\\NC[N@H+](C)[C@H]1C", "total_charge": 2, "fmax_ha_per_bohr": 0.105, "orbital_gap_ha": 0.422, "e_tot_ha": -401.208030, "de_lowest_kcal_mol": 42.7, "symbols": ["C", "N", "C", "N", "C", "N", "C", "C", "C", "H", "H", "H", "H", "H", "H", "H", "H", "H", "H", "H", "H", "H", "H", "H"], "coordinates": [[3.236, -0.248, -0.112], [2.048, 0.483, -0.446], [0.881, -0.028, -0.202], [0.558, -1.228, 0.328], [-0.821, -1.608, 0.251], [-1.538, -0.322, 0.283], [-2.889, -0.186, -0.309], [-0.465, 0.661, -0.405], [-0.409, 1.990, 0.337], [4.085, -0.038, -0.873], [3.157, -1.274, -0.098], [3.802, 0.033, 0.862], [2.205, 1.527, -0.515], [1.349, -1.976, 0.488], [-1.010, -2.145, -0.655], [-0.914, -2.332, 1.179], [-1.671, -0.129, 1.227], [-2.893, -0.413, -1.390], [-3.482, -0.919, 0.093], [-3.311, 0.807, -0.146], [-0.651, 0.585, -1.425], [-0.011, 2.822, -0.318], [0.198, 1.811, 1.322], [-1.456, 2.127, 0.523]], "forces_ev_per_angstrom": [[4.894, 2.273, 0.122], [0.106, 1.105, 0.921], [-2.372, -1.254, 0.671], [4.588, -0.622, -0.520], [0.470, -2.548, 2.022], [1.923, 0.631, -2.372], [0.572, 0.658, -2.364], [1.379, -0.237, 2.536], [0.700, -0.355, 0.148], [-1.693, -0.243, 0.858], [-0.712, -2.244, -0.161], [-1.656, -0.039, -1.214], [-0.747, -1.577, -0.291], [-2.331, 1.780, -0.227], [-0.506, -0.308, -0.597], [-0.897, 1.602, -1.820], [0.155, 1.112, 2.414], [0.422, 0.328, 0.417], [-1.600, -1.596, 1.379], [0.300, -0.101, 0.188], [-0.919, 0.554, -1.918], [-0.413, -0.895, 0.955], [-1.247, 0.777, -1.768], [-0.417, 1.201, 0.621]], "mulliken_charge": [-1.028, -0.154, 0.221, -0.215, -0.572, -0.063, -0.941, 0.208, -1.192, 0.333, 0.387, 0.352, 0.360, 0.300, 0.382, 0.336, 0.413, 0.409, 0.449, 0.317, 0.518, 0.402, 0.402, 0.375]}

2.
{"formula": "C6H15N3PS2", "method": "the ωB97M-V functional and the def2-TZVPD basis", "total_charge": 1, "fmax_ha_per_bohr": 0.080, "orbital_gap_ha": 0.322, "e_tot_ha": -1539.299423, "de_lowest_kcal_mol": 29.7, "symbols": ["C", "C", "C", "C", "C", "C", "N", "N", "N", "P", "S", "S", "H", "H", "H", "H", "H", "H", "H", "H", "H", "H", "H", "H", "H", "H", "H"], "coordinates": [[3.114, 0.444, -0.140], [4.494, 0.848, -0.178], [-2.844, 1.722, -0.247], [-2.809, -0.831, 0.240], [0.878, -2.197, 1.705], [-2.204, 0.352, -0.460], [2.761, -0.585, 0.531], [1.422, -0.806, 0.637], [-0.838, 0.447, 0.092], [0.505, -0.179, -0.619], [1.971, 1.150, -1.268], [-0.128, -1.678, -2.010], [4.767, 1.293, 0.777], [4.607, 1.685, -0.927], [5.194, 0.127, -0.642], [-3.006, 1.918, 0.774], [-2.374, 2.610, -0.528], [-3.781, 1.909, -0.837], [-1.922, -1.546, 0.608], [-3.557, -1.465, -0.387], [-3.456, -0.569, 1.145], [1.028, -1.668, 2.640], [-0.168, -2.402, 1.342], [1.713, -3.025, 1.539], [-2.180, 0.308, -1.583], [-0.706, 0.711, 1.030], [0.831, -1.087, -2.868]], "forces_ev_per_angstrom": [[-0.716, -2.489, -0.031], [1.906, 2.232, -2.025], [-2.397, -0.481, -0.639], [-1.507, -2.900, 0.849], [2.514, 1.290, -2.960], [0.389, 1.742, -0.971], [0.053, 0.646, 1.311], [-1.374, -2.151, 0.408], [1.293, -0.847, -2.824], [-0.655, -0.889, 1.532], [-0.932, 0.257, -0.295], [1.429, 2.045, -0.539], [0.473, -0.477, 0.028], [-0.233, -0.454, 0.795], [-0.406, -0.104, 1.010], [-0.761, -0.103, 1.541], [2.129, 0.872, -0.964], [0.332, -0.983, 0.855], [-2.323, 1.405, -0.855], [1.487, 1.109, 0.776], [1.188, -0.074, -0.982], [-0.464, -0.350, 0.098], [1.363, 0.067, 0.665], [-2.148, 1.837, 0.154], [0.451, -0.771, 1.108], [-0.045, 0.562, 1.276], [-1.046, -0.991, 0.679]], "mulliken_charge": [0.527, -0.993, -1.624, -0.553, -0.515, 0.292, -0.671, 0.284, -0.212, 0.442, -0.107, -0.178, 0.274, 0.350, 0.301, 0.423, 0.465, 0.359, -0.153, 0.272, 0.341, 0.305, 0.220, 0.279, 0.295, 0.325, 0.252]}

3.
{"formula": "C6H15N4O2S2", "method": "the ωB97M-V functional and the def2-TZVPD basis", "smiles": "CC(=O)N(S)N(CC[NH3+])N(S)C(C)=O", "total_charge": 1, "fmax_ha_per_bohr": 0.122, "orbital_gap_ha": 0.339, "e_tot_ha": -1403.123511, "de_lowest_kcal_mol": 36.4, "symbols": ["C", "C", "O", "N", "S", "N", "C", "C", "N", "N", "S", "C", "C", "O", "H", "H", "H", "H", "H", "H", "H", "H", "H", "H", "H", "H", "H", "H", "H"], "coordinates": [[-1.987, -2.293, 1.039], [-2.303, -1.371, -0.097], [-3.311, -1.304, -0.733], [-1.388, -0.326, -0.250], [-1.863, 1.020, -1.412], [-0.181, -0.199, 0.406], [-0.019, 0.478, 1.699], [0.683, 1.799, 1.608], [0.205, 2.800, 0.540], [1.024, -0.587, -0.438], [1.466, -2.265, -0.232], [1.661, 0.197, -1.296], [2.453, -0.537, -2.267], [1.449, 1.349, -1.300], [-0.898, -2.326, 1.077], [-2.450, -1.983, 2.056], [-2.431, -3.195, 0.641], [-2.917, 0.408, -1.705], [0.599, -0.192, 2.336], [-0.985, 0.584, 2.129], [1.656, 1.671, 1.314], [0.683, 2.163, 2.609], [0.771, 2.642, -0.365], [0.381, 3.832, 0.841], [-0.843, 2.604, 0.549], [0.406, -2.865, -1.123], [2.775, 0.161, -3.041], [3.360, -0.883, -1.741], [2.004, -1.383, -2.845]], "forces_ev_per_angstrom": [[-0.375, 0.216, 0.319], [0.382, 1.751, 1.657], [-0.959, -0.797, -0.681], [1.429, 1.906, -0.550], [3.061, 0.229, 1.600], [0.738, -0.545, -2.339], [0.902, -0.973, -1.752], [-0.438, 0.633, -0.358], [-0.897, 1.341, 1.850], [-3.058, -3.154, 4.450], [-2.317, -0.350, -1.491], [-0.829, -2.795, -1.014], [2.193, -0.475, -1.992], [-0.143, 5.331, -0.272], [-0.252, -0.526, 0.534], [0.672, -0.420, -1.940], [0.075, -0.731, 0.733], [-2.630, -1.220, -0.734], [-0.371, 0.562, -0.101], [-0.947, -0.119, 0.303], [2.580, -0.650, -0.354], [-0.104, 1.150, 0.578], [-1.416, -0.678, 0.881], [-0.548, -2.296, -0.415], [1.427, 0.834, -1.292], [1.964, 1.102, 1.574], [0.098, 0.181, 0.195], [-0.261, -0.146, -0.503], [0.025, 0.640, 1.112]], "mulliken_charge": [-0.821, 0.834, -0.612, -0.104, -0.171, 0.216, -0.587, -1.122, -0.192, -0.257, -0.204, 0.980, -1.327, -0.658, 0.236, 0.233, 0.322, 0.178, 0.325, 0.359, 0.477, 0.496, 0.447, 0.409, 0.322, 0.193, 0.382, 0.343, 0.302]}

4.
{"formula": "C6H15NO", "method": "the ωB97M-V functional and the def2-TZVPD basis", "smiles": "CC(C)(C)C[C@@H](N)O", "total_charge": 0, "fmax_ha_per_bohr": 0.015, "orbital_gap_ha": 0.377, "e_tot_ha": -367.608580, "de_lowest_kcal_mol": 14.3, "symbols": ["C", "C", "C", "C", "C", "C", "N", "O", "H", "H", "H", "H", "H", "H", "H", "H", "H", "H", "H", "H", "H", "H", "H"], "coordinates": [[1.431, 0.325, 0.710], [0.184, 0.762, -0.062], [-0.120, 2.227, 0.278], [0.472, 0.661, -1.562], [-1.064, -0.060, 0.324], [-0.964, -1.596, 0.435], [-0.237, -2.178, -0.683], [-0.384, -2.023, 1.633], [1.246, 0.330, 1.783], [2.247, 1.016, 0.509], [1.748, -0.664, 0.389], [0.704, 2.867, -0.030], [-0.267, 2.353, 1.349], [-1.020, 2.561, -0.233], [0.755, -0.352, -1.826], [-0.402, 0.947, -2.142], [1.289, 1.328, -1.829], [-1.851, 0.169, -0.398], [-1.413, 0.276, 1.304], [-2.002, -1.976, 0.503], [-0.144, -3.178, -0.531], [-0.753, -2.040, -1.544], [0.543, -1.755, 1.625]], "forces_ev_per_angstrom": [[-0.170, 0.091, -0.111], [-0.076, 0.043, -0.001], [0.058, -0.257, -0.048], [0.030, -0.026, 0.164], [0.216, -0.313, 0.001], [-0.659, 0.328, -0.224], [0.057, -0.212, 0.059], [0.324, -0.159, 0.323], [0.025, -0.002, 0.170], [0.118, 0.054, 0.001], [0.090, -0.126, -0.002], [0.099, 0.099, -0.042], [-0.037, 0.036, 0.138], [-0.127, 0.077, -0.060], [0.059, -0.023, -0.082], [-0.124, 0.070, -0.111], [0.097, 0.105, -0.069], [-0.102, 0.080, -0.022], [-0.099, -0.006, -0.013], [0.304, 0.110, -0.004], [-0.133, 0.055, -0.026], [0.068, -0.015, -0.061], [-0.016, -0.009, 0.021]], "mulliken_charge": [-2.236, 2.579, -1.870, -1.878, -1.071, -0.262, -0.499, -0.592, 0.379, 0.520, 0.431, 0.416, 0.447, 0.402, 0.460, 0.383, 0.433, 0.435, 0.305, 0.395, 0.211, 0.219, 0.394]}

5.
{"formula": "C6H15NO", "method": "the ωB97M-V functional and the def2-TZVPD basis", "total_charge": 0, "fmax_ha_per_bohr": 0.033, "orbital_gap_ha": 0.222, "e_tot_ha": -367.432169, "de_lowest_kcal_mol": 125.0, "symbols": ["C", "C", "C", "C", "C", "C", "N", "O", "H", "H", "H", "H", "H", "H", "H", "H", "H", "H", "H", "H", "H", "H", "H"], "coordinates": [[-0.178, -0.887, 0.366], [-0.239, 0.432, -0.324], [-1.113, -1.205, 1.483], [2.409, -0.303, 0.322], [-0.394, 1.615, 0.629], [-1.300, 0.505, -1.438], [1.235, 0.530, -0.921], [-0.047, -1.970, -0.552], [-0.927, -2.273, -0.834], [1.483, 1.465, -1.249], [1.303, -0.137, -1.685], [-0.862, -2.172, 1.925], [-2.173, -1.275, 1.150], [-1.066, -0.448, 2.267], [2.267, 0.043, 1.335], [2.371, -1.378, 0.219], [3.286, 0.145, -0.144], [-1.125, -0.258, -2.198], [-0.214, 2.558, 0.104], [-1.405, 1.666, 1.031], [0.307, 1.532, 1.459], [-1.324, 1.478, -1.934], [-2.293, 0.335, -1.011]], "forces_ev_per_angstrom": [[0.838, 0.182, 0.681], [0.407, -0.532, 0.212], [-0.182, 0.269, -0.315], [-0.781, 0.863, -1.102], [0.160, -0.146, -0.163], [0.617, 0.179, -0.306], [-0.494, -0.785, 1.439], [-0.172, 0.087, -0.324], [-0.022, -0.085, -0.030], [0.194, 0.030, -0.073], [-0.055, 0.012, -0.051], [0.037, 0.067, 0.010], [-0.149, -0.059, 0.077], [-0.081, -0.055, 0.046], [-0.257, 0.034, -0.098], [-0.208, 0.080, -0.088], [0.050, -0.021, -0.048], [-0.027, 0.004, 0.020], [0.034, -0.006, 0.009], [-0.011, -0.116, -0.014], [0.001, 0.006, 0.043], [-0.024, 0.018, -0.071], [0.124, -0.026, 0.148]], "mulliken_charge": [-0.432, 2.000, -1.593, -0.626, -1.883, -1.751, -0.563, -0.536, 0.259, 0.386, 0.397, 0.369, 0.326, 0.314, 0.282, 0.269, 0.372, 0.446, 0.443, 0.430, 0.350, 0.395, 0.345]}

6.
{"formula": "C6H15NO", "method": "the ωB97M-V functional and the def2-TZVPD basis", "smiles": "C[C@@H](CO)CN(C)C", "total_charge": 0, "fmax_ha_per_bohr": 0.013, "orbital_gap_ha": 0.337, "e_tot_ha": -367.573720, "de_lowest_kcal_mol": 36.1, "symbols": ["C", "C", "C", "O", "C", "N", "C", "C", "H", "H", "H", "H", "H", "H", "H", "H", "H", "H", "H", "H", "H", "H", "H"], "coordinates": [[-0.555, -0.755, -1.378], [0.518, -0.765, -0.288], [1.865, -1.245, -0.861], [1.750, -2.528, -1.464], [0.739, 0.616, 0.375], [-0.353, 1.274, 1.100], [-1.143, 2.183, 0.281], [-1.186, 0.385, 1.896], [-1.548, -0.573, -0.959], [-0.352, 0.016, -2.129], [-0.609, -1.721, -1.892], [0.208, -1.494, 0.471], [2.621, -1.315, -0.071], [2.238, -0.551, -1.620], [1.401, -3.140, -0.796], [1.548, 0.495, 1.109], [1.152, 1.311, -0.370], [-1.827, 2.765, 0.910], [-0.498, 2.913, -0.221], [-1.736, 1.668, -0.479], [-1.809, 0.966, 2.585], [-0.572, -0.277, 2.516], [-1.852, -0.231, 1.284]], "forces_ev_per_angstrom": [[-0.139, -0.107, -0.009], [0.015, 0.397, -0.343], [-0.285, -0.262, 0.418], [-0.115, -0.207, 0.013], [0.370, -0.283, 0.508], [-0.104, 0.105, -0.357], [0.036, 0.137, 0.168], [0.212, 0.179, 0.103], [0.110, 0.103, -0.026], [-0.002, -0.024, 0.051], [0.137, 0.159, 0.066], [0.097, 0.081, 0.102], [-0.032, 0.292, 0.086], [-0.127, -0.175, -0.032], [0.193, 0.272, -0.301], [0.023, -0.145, -0.058], [-0.314, -0.042, 0.063], [0.080, -0.194, 0.012], [0.010, -0.229, 0.073], [-0.165, -0.007, -0.154], [0.097, 0.029, -0.180], [0.028, 0.093, -0.167], [-0.127, -0.174, -0.033]], "mulliken_charge": [-1.422, 1.149, -0.918, -0.522, -1.443, 0.089, -0.873, -0.937, 0.301, 0.346, 0.387, 0.242, 0.343, 0.347, 0.339, 0.267, 0.487, 0.331, 0.295, 0.282, 0.320, 0.304, 0.285]}